(1)
Molecular formula: C29H34F3N3O2S2
Method: DFT, ωB97M-V/def2-TZVPD

Each line ends with the Mulliken charge.
Element x y z (Å)
C (-8.321, 0.761, -0.145)  -1.531
C (-6.940, 1.023, -0.640)  0.856
C (-6.384, 2.287, -0.522)  -0.818
C (-5.085, 2.549, -0.920)  1.280
C (-4.513, 3.910, -0.742)  -1.750
C (-4.322, 1.509, -1.465)  -0.738
N (-2.946, 1.744, -1.842)  0.867
C (-1.834, 1.578, -1.118)  -0.978
N (-0.703, 1.809, -1.791)  0.863
C (0.650, 1.449, -1.423)  -0.635
C (1.008, 0.098, -1.346)  1.411
C (0.011, -0.962, -1.659)  -1.507
C (2.288, -0.234, -0.943)  -1.088
C (3.221, 0.735, -0.617)  0.624
C (4.581, 0.344, -0.154)  -0.961
C (2.849, 2.069, -0.705)  -1.436
C (1.577, 2.445, -1.097)  1.160
C (1.200, 3.884, -1.149)  -1.524
C (-1.040, 2.221, -3.191)  -0.530
C (-2.578, 2.105, -3.245)  -0.458
C (-4.869, 0.229, -1.600)  1.040
C (-4.052, -0.888, -2.147)  -1.135
C (-6.172, 0.008, -1.188)  -1.245
H (-8.606, -0.283, -0.290)  0.350
H (-8.395, 0.976, 0.922)  0.337
H (-9.047, 1.386, -0.668)  0.341
H (-6.971, 3.082, -0.098)  0.456
H (-3.470, 3.939, -1.056)  0.211
H (-5.062, 4.648, -1.330)  0.362
H (-4.557, 4.215, 0.306)  0.390
H (0.481, -1.946, -1.706)  0.459
H (-0.767, -0.995, -0.894)  0.261
H (-0.470, -0.773, -2.619)  0.340
H (2.575, -1.268, -0.880)  0.472
H (5.197, 1.221, 0.052)  0.324
H (4.522, -0.243, 0.765)  0.004
H (5.094, -0.258, -0.906)  0.385
H (3.564, 2.829, -0.452)  0.356
H (1.992, 4.515, -0.741)  0.410
H (1.020, 4.203, -2.176)  0.271
H (0.293, 4.068, -0.569)  0.307
H (-0.692, 3.245, -3.357)  0.321
H (-0.535, 1.563, -3.904)  0.308
H (-2.916, 1.313, -3.919)  0.207
H (-3.069, 3.039, -3.536)  0.269
H (-4.626, -1.815, -2.197)  0.412
H (-3.701, -0.665, -3.155)  0.259
H (-3.179, -1.067, -1.517)  0.115
H (-6.591, -0.979, -1.284)  0.319
C (1.762, -2.636, 2.134)  -0.867
N (2.431, -2.738, 3.411)  -0.052
S (1.220, -3.128, 4.572)  -0.151
C (0.983, -1.370, 5.007)  0.747
F (-0.066, -1.291, 5.837)  -0.218
F (2.107, -0.939, 5.595)  -0.218
F (0.750, -0.706, 3.869)  -0.216
S (3.511, -4.103, 3.516)  1.125
C (4.829, -3.352, 2.549)  -0.116
C (5.155, -3.980, 1.374)  -0.103
C (6.154, -3.472, 0.574)  -0.648
C (6.825, -2.336, 0.965)  -0.355
C (6.491, -1.701, 2.143)  -0.787
C (5.486, -2.211, 2.940)  -0.127
O (4.044, -4.349, 4.898)  -0.622
O (2.950, -5.185, 2.632)  -0.645
H (1.012, -1.844, 2.184)  0.516
H (2.483, -2.366, 1.364)  0.105
H (1.283, -3.585, 1.877)  0.436
H (4.610, -4.868, 1.102)  0.496
H (6.417, -3.972, -0.342)  0.420
H (7.622, -1.949, 0.352)  0.426
H (7.025, -0.816, 2.442)  0.423
H (5.206, -1.726, 3.860)  0.421

- Multiplicity: 1
- E_LUMO: 0.5 eV

---

(2)
Molecular formula: C4H2O2
Method: DFT, ωB97M-V/def2-TZVPD

Each line ends with the Mulliken charge.
Element x y z (Å)
O (-2.715, -0.450, 0.629)  -0.361
C (-1.879, 0.227, 0.175)  0.706
C (-0.999, 0.839, -0.579)  -0.561
C (0.300, 0.839, -0.561)  0.117
C (1.429, 0.251, -0.224)  -0.044
O (1.323, -1.109, -0.040)  -0.430
H (0.378, -1.263, 0.137)  0.245
H (2.417, 0.666, -0.073)  0.329

- Energy above the lowest of the compared OMol25 structures with the same formula, charge and spin: 152.9 kJ/mol
- Multiplicity: 1
- E_LUMO: -1.0 eV

---

(3)
Molecular formula: C5H12NO
Method: DFT, ωB97M-V/def2-TZVPD

Each line ends with the Mulliken charge.
Element x y z (Å)
C (0.952, 0.422, 1.476)  -0.295
O (0.961, 1.286, 0.128)  -0.333
C (-0.415, -0.205, 1.562)  -0.671
C (-0.774, -1.349, 0.662)  -0.513
C (-0.481, -1.115, -0.798)  -0.324
C (-0.812, 0.033, -1.415)  -0.585
N (0.181, 0.689, -2.227)  -0.501
H (1.786, -0.245, 1.283)  0.309
H (1.160, 1.140, 2.260)  0.336
H (1.688, 1.902, 0.251)  0.375
H (-0.713, -0.371, 2.598)  0.432
H (-1.092, 0.638, 1.346)  0.288
H (-0.206, -2.270, 0.853)  0.353
H (-1.822, -1.582, 0.887)  0.300
H (-0.020, -1.907, -1.377)  0.375
H (-1.636, 0.678, -1.101)  0.365
H (-0.287, 1.146, -3.004)  0.261
H (0.840, -0.028, -2.525)  0.258
H (0.692, 1.137, -0.856)  0.570

- Energy above the lowest of the compared OMol25 structures with the same formula, charge and spin: 231.4 kJ/mol
- Multiplicity: 1
- E_LUMO: -3.3 eV
- Net charge: +1

---

(4)
Molecular formula: C5H9NO
Method: DFT, ωB97M-V/def2-TZVPD

Each line ends with the Mulliken charge.
Element x y z (Å)
C (-2.049, -0.804, -0.183)  0.002
C (-0.197, 0.662, 0.785)  -0.020
C (0.427, -0.726, 0.656)  0.104
C (0.178, 1.618, -0.292)  -1.458
C (1.441, -1.003, -0.387)  -1.029
N (-0.955, -0.495, 0.543)  -0.098
O (-2.826, 0.040, -0.457)  -0.533
H (-2.124, -1.790, -0.531)  0.434
H (-0.368, 0.929, 1.775)  0.491
H (0.666, -1.045, 1.755)  0.303
H (-0.075, 1.236, -1.279)  0.319
H (1.264, 1.733, -0.159)  0.368
H (-0.386, 2.563, -0.226)  0.355
H (2.065, -1.832, -0.163)  0.363
H (1.911, 0.046, -0.445)  0.098
H (1.026, -1.135, -1.392)  0.299

- Energy above the lowest of the compared OMol25 structures with the same formula, charge and spin: 269.3 kJ/mol
- Multiplicity: 1
- E_LUMO: 0.9 eV

---

(5)
Molecular formula: C4H8InO3
Method: DFT, ωB97M-V/def2-TZVPD

Each line ends with the Mulliken charge.
Element x y z (Å)
O (-1.926, 1.312, -0.042)  -0.140
C (-0.849, 0.646, -0.026)  0.539
In (2.023, 0.671, -0.174)  1.537
O (0.264, 1.099, -0.198)  -0.468
C (-3.237, 0.643, -0.014)  -0.092
H (-3.741, 1.085, 0.852)  0.310
H (-3.718, 0.944, -0.951)  0.297
C (-3.089, -0.855, 0.101)  -1.080
H (-2.792, -1.184, -0.908)  0.366
H (-3.867, -1.702, 0.143)  0.362
O (3.739, 0.572, -0.028)  -0.333
C (4.773, -0.348, 0.011)  -0.478
H (4.726, -0.994, 0.911)  0.293
H (4.776, -1.020, -0.869)  0.289
H (5.755, 0.160, 0.033)  0.241
H (-2.838, -1.029, 1.160)  0.357

- Energy above the lowest of the compared OMol25 structures with the same formula, charge and spin: 0.0 kJ/mol
- Multiplicity: 2
- E_LUMO (spin up / spin down): -10.4 / -10.4 eV
- Net charge: +2

---

(6)
Molecular formula: C3H6N2S
Method: DFT, ωB97M-V/def2-TZVPD

Each line ends with the Mulliken charge.
Element x y z (Å)
C (-0.165, 0.136, -0.074)  0.381
C (0.762, -0.821, 0.706)  -0.006
C (0.635, -1.060, 2.021)  -0.756
H (0.758, -1.646, -1.858)  0.302
H (1.817, -0.465, -1.954)  0.282
H (-0.481, 0.796, -1.953)  0.190
H (1.582, -1.176, 0.050)  0.204
H (-0.256, -0.668, 2.570)  0.213
H (1.315, -1.699, 2.555)  0.277
N (0.882, -0.700, -2.188)  -0.780
N (0.042, 0.100, -1.454)  0.063
S (-1.162, 1.220, 0.636)  -0.369

- Energy above the lowest of the compared OMol25 structures with the same formula, charge and spin: 207.8 kJ/mol
- Multiplicity: 1
- E_LUMO: -0.1 eV

---

(7)
Molecular formula: C3H4O3
Method: DFT, ωB97M-V/def2-TZVPD

Each line ends with the Mulliken charge.
Element x y z (Å)
O (0.008, -0.998, -1.250)  -0.555
C (0.276, 0.106, -0.449)  0.115
C (1.083, -0.324, 0.782)  -0.038
O (1.807, 0.410, 1.402)  -0.457
C (-1.014, 0.714, 0.077)  0.042
O (-2.064, 0.132, -0.072)  -0.502
H (-0.945, -1.175, -1.162)  0.370
H (0.850, 0.878, -0.982)  0.295
H (0.902, -1.385, 1.055)  0.346
H (-0.937, 1.675, 0.613)  0.384

- Energy above the lowest of the compared OMol25 structures with the same formula, charge and spin: 147.0 kJ/mol
- Multiplicity: 1
- E_LUMO: 0.0 eV

---

(8)
Molecular formula: C24H28BCl5FeN6O
Method: DFT, ωB97M-V/def2-TZVPD

Each line ends with the Mulliken charge.
Element x y z (Å)
Fe (-0.324, 0.265, 0.151)  -0.151
C (0.221, 2.454, 4.474)  -1.379
C (-0.742, 1.442, 3.846)  0.813
C (-1.533, 2.088, 2.718)  -0.813
C (0.007, 0.214, 3.415)  -0.125
C (0.722, -0.666, 4.242)  -1.478
C (1.235, -1.625, 3.399)  -0.259
N (0.850, -1.330, 2.149)  -0.025
N (0.095, -0.205, 2.152)  0.760
B (1.069, -2.072, 0.844)  0.212
N (1.755, -1.100, -0.191)  1.132
C (2.544, -1.521, -1.185)  -0.343
C (3.105, -0.416, -1.805)  -1.344
C (2.598, 0.683, -1.109)  0.353
N (1.767, 0.273, -0.140)  -0.718
C (2.987, 2.127, -1.254)  0.407
C (1.794, 3.064, -1.430)  -0.922
C (3.826, 2.553, -0.044)  -1.423
N (-0.292, -2.497, 0.252)  0.534
C (-0.656, -3.675, -0.259)  -0.326
C (-1.934, -3.547, -0.779)  -1.403
C (-2.288, -2.213, -0.562)  0.283
N (-1.277, -1.583, 0.052)  0.222
C (-3.626, -1.577, -0.812)  0.258
C (-4.261, -1.153, 0.516)  -1.312
C (-3.571, -0.398, -1.781)  -1.089
H (-0.327, 3.322, 4.842)  0.412
H (0.948, 2.797, 3.734)  0.236
H (0.770, 2.020, 5.309)  0.411
H (-1.444, 1.118, 4.620)  0.360
H (-0.863, 2.511, 1.968)  0.026
H (-2.141, 2.904, 3.108)  0.485
H (-2.202, 1.377, 2.227)  -0.207
H (0.840, -0.607, 5.310)  0.506
H (1.838, -2.496, 3.595)  0.504
H (1.758, -3.040, 0.977)  -0.107
H (2.687, -2.573, -1.369)  0.542
H (3.817, -0.409, -2.612)  0.536
H (3.611, 2.193, -2.148)  0.384
H (1.140, 3.023, -0.555)  -0.027
H (1.219, 2.813, -2.323)  0.153
H (2.141, 4.092, -1.533)  0.497
H (3.228, 2.498, 0.868)  0.219
H (4.177, 3.578, -0.166)  0.446
H (4.693, 1.905, 0.082)  0.385
H (0.002, -4.525, -0.198)  0.511
H (-2.540, -4.314, -1.231)  0.526
H (-4.248, -2.354, -1.260)  0.478
H (-3.662, -0.375, 0.995)  0.040
H (-4.332, -1.994, 1.206)  0.411
H (-5.264, -0.758, 0.351)  0.448
H (-3.017, 0.430, -1.333)  -0.130
H (-4.580, -0.041, -1.991)  0.507
H (-3.098, -0.671, -2.726)  0.394
Cl (-2.769, 4.396, -5.468)  -0.101
C (-2.323, 3.702, -3.998)  0.407
C (-1.612, 2.466, -3.988)  0.148
Cl (-1.228, 1.717, -5.473)  -0.130
C (-1.240, 1.892, -2.804)  1.258
Cl (-0.375, 0.416, -2.785)  -0.147
C (-1.567, 2.514, -1.544)  -1.498
O (-1.273, 2.034, -0.431)  0.155
C (-2.294, 3.774, -1.594)  0.253
Cl (-2.666, 4.495, -0.107)  -0.106
C (-2.658, 4.347, -2.788)  0.088
Cl (-3.506, 5.827, -2.817)  -0.137

- Energy above the lowest of the compared OMol25 structures with the same formula, charge and spin: 0.0 kJ/mol
- Multiplicity: 6
- E_LUMO (spin up / spin down): -2.9 / -6.3 eV
- Net charge: +1

---

What did the fifth record say?
Molecular formula: C4H8InO3
Method: DFT, ωB97M-V/def2-TZVPD

Each line ends with the Mulliken charge.
Element x y z (Å)
O (-1.926, 1.312, -0.042)  -0.140
C (-0.849, 0.646, -0.026)  0.539
In (2.023, 0.671, -0.174)  1.537
O (0.264, 1.099, -0.198)  -0.468
C (-3.237, 0.643, -0.014)  -0.092
H (-3.741, 1.085, 0.852)  0.310
H (-3.718, 0.944, -0.951)  0.297
C (-3.089, -0.855, 0.101)  -1.080
H (-2.792, -1.184, -0.908)  0.366
H (-3.867, -1.702, 0.143)  0.362
O (3.739, 0.572, -0.028)  -0.333
C (4.773, -0.348, 0.011)  -0.478
H (4.726, -0.994, 0.911)  0.293
H (4.776, -1.020, -0.869)  0.289
H (5.755, 0.160, 0.033)  0.241
H (-2.838, -1.029, 1.160)  0.357

- Energy above the lowest of the compared OMol25 structures with the same formula, charge and spin: 0.0 kJ/mol
- Multiplicity: 2
- E_LUMO (spin up / spin down): -10.4 / -10.4 eV
- Net charge: +2

---

Question: Number 2 is which compound?
Answer: C4H2O2